[1]
{"formula": "C18H21N2O4", "method": "the ωB97M-V functional and the def2-TZVPD basis", "elements": ["C", "H", "H", "H", "H", "H", "O", "H", "C", "O", "H", "H", "N", "H", "O", "C", "H", "C", "H", "H", "C", "C", "C", "O", "H", "C", "C", "C", "H", "C", "N", "C", "H", "H", "C", "H", "H", "H", "C", "H", "C", "C", "C", "H", "C"], "xyz": [[-3.951474, -5.563262, -0.269376], [3.893511, 5.895009, -0.604784], [0.307402, 0.798052, 0.314208], [-4.242790, -7.139960, -1.756056], [-4.033372, -3.974789, 1.247911], [-6.518131, -3.800842, 1.234395], [-2.700974, -1.942002, 2.158412], [2.983511, 4.247074, 1.601274], [0.396917, -1.237241, -0.390008], [1.310011, -0.968782, -1.148919], [2.994789, 2.036032, 0.796076], [0.962744, 4.992551, 0.835938], [6.145341, 3.451346, 0.232479], [1.529765, 1.800696, -1.404321], [-2.738297, -5.647707, -0.280427], [1.805509, 2.681787, -0.828216], [5.150518, 3.959175, -1.536000], [-1.771648, -1.736153, 1.411628], [1.752497, 5.755589, -0.544863], [0.255673, -3.365838, -0.878369], [4.246393, 5.115153, 0.078456], [3.020805, 2.787957, 0.001966], [5.439226, 4.422674, -0.586314], [-8.019936, -5.269877, -0.277877], [4.628526, 5.643232, 0.956660], [-5.979720, -4.497625, 0.604639], [1.676900, 4.830692, 0.027102], [-0.178505, -2.590744, -0.260108], [6.105312, 3.630611, 1.225591], [-4.653187, -4.590998, 0.607293], [1.129551, 3.763374, -0.839432], [-6.813727, -5.361889, -0.272374], [-1.622456, -3.805860, 0.695989], [-1.625932, 0.402952, 1.904545], [-1.181795, -2.821409, 0.585022], [0.291825, 3.881564, -1.399939], [6.137308, 5.220866, -0.859558], [5.956844, 2.480038, 0.041630], [-4.781680, -6.435713, -1.135230], [-6.737859, -6.963373, -1.762457], [-6.108169, -6.341846, -1.138788], [-0.179396, -0.160673, 0.447086], [3.031846, 4.250598, 0.513061], [3.872065, 2.538858, -0.634691], [-1.185758, -0.369300, 1.286735]], "atomic_forces_ev_per_a": [[-0.0517, -0.0541, 0.0061], [0.0954, -0.0244, 0.0261], [-0.1508, 0.0767, 0.1454], [0.0093, 0.0010, 0.0068], [0.0004, 0.0019, 0.0018], [-0.0071, -0.0051, 0.0005], [-0.0163, -0.0136, -0.0156], [0.1065, -0.1479, -0.0623], [0.0050, 0.0512, -0.0278], [0.0176, 0.0287, -0.0411], [0.0367, 0.0029, -0.0593], [0.0412, 0.0102, -0.0311], [-0.0666, -0.0385, 0.0509], [-0.1126, 0.0855, 0.0049], [-0.0027, 0.1233, 0.0479], [0.3115, -0.1547, -0.1058], [0.0388, -0.0211, 0.0864], [0.0082, 0.0291, -0.0227], [0.0745, -0.0904, -0.0233], [-0.0094, -0.0112, 0.0087], [-0.0715, 0.0733, -0.0903], [-0.0712, 0.0531, -0.0443], [0.0878, 0.0212, 0.0399], [-0.0120, 0.0047, -0.0095], [-0.0891, -0.0201, -0.0371], [-0.0060, -0.0144, -0.0183], [-0.1060, 0.0053, 0.0643], [0.0670, 0.0346, -0.0208], [0.0488, 0.0162, -0.0450], [0.0411, -0.0237, 0.0031], [-0.0746, -0.0255, -0.1189], [0.0233, 0.0051, 0.0111], [0.0040, -0.0049, -0.0376], [0.0017, -0.0135, 0.0158], [0.0010, -0.0499, -0.0006], [-0.0177, 0.0135, 0.0740], [-0.0849, -0.0292, -0.0505], [-0.0118, 0.0568, 0.0058], [0.0060, 0.0118, -0.0050], [-0.0074, 0.0014, 0.0057], [-0.0054, 0.0003, -0.0015], [0.0201, 0.0581, 0.0751], [-0.0525, 0.1482, 0.1385], [-0.0095, -0.0617, 0.0744], [-0.0090, -0.1101, -0.0248]], "gap_ha": 0.2777, "largest_force_ev_per_a": 0.4, "e_homo_ev": -11.776, "e_above_lowest_kcal_mol": 75.39, "charge": 1, "energy_ev": -30167.6542}


[2]
{"formula": "C18H21N3O2S", "method": "the ωB97M-V functional and the def2-TZVPD basis", "elements": ["H", "S", "H", "C", "C", "C", "C", "C", "H", "H", "C", "C", "C", "H", "C", "H", "N", "H", "H", "H", "C", "H", "C", "H", "H", "H", "H", "C", "H", "H", "O", "C", "H", "H", "O", "H", "C", "C", "N", "C", "N", "C", "H", "C", "H"], "xyz": [[3.435820, -0.183783, -1.043977], [-0.378739, -2.714222, 0.491851], [1.194399, -0.604512, 4.419765], [-2.255605, 1.079766, -2.019960], [-1.024475, 0.254513, -1.978016], [1.973089, -2.190991, 3.222010], [3.348335, -1.012805, -0.330837], [-0.041087, -1.624744, -0.694932], [-0.298492, 0.834137, 3.640594], [3.166808, 0.886645, 4.276147], [1.878472, -0.705244, 3.569057], [1.919140, 0.208802, 1.179668], [-0.342933, 1.743255, 1.713227], [-1.227005, 2.326655, 1.925349], [2.362842, -2.067231, -0.868787], [2.741691, -2.360598, 2.474776], [1.128837, -1.481029, -1.316782], [3.624998, -0.724375, 4.841185], [2.226601, -2.761158, 4.113176], [3.952248, -0.246709, 3.171422], [-4.167257, 2.126917, -1.043216], [1.893884, 1.194727, -0.732345], [-3.055007, 1.315414, -0.902723], [-5.288370, 3.320028, -2.447391], [-4.807314, 2.338432, -0.201183], [4.331666, -1.478887, -0.223447], [2.834553, -2.591196, -1.705600], [-2.615026, 1.695657, -3.220890], [-1.935500, -0.953834, -0.584780], [1.022975, -2.554250, 2.838353], [3.031949, -0.568574, 0.964950], [0.290383, 1.850332, 0.490606], [-2.011899, 1.545809, -4.106180], [1.162807, -0.758934, -2.036810], [-0.060884, 0.482973, -2.688422], [-2.795442, 0.907546, 0.064511], [1.316121, 0.132108, 2.445166], [-4.433947, 2.675392, -2.290646], [-3.674876, 2.465992, -3.352699], [3.245506, -0.160885, 3.991634], [-1.076577, -0.788439, -1.094241], [1.413610, 1.087441, 0.228154], [2.126938, -2.784644, -0.078192], [0.184216, 0.900139, 2.675920], [-0.080506, 2.526117, -0.266834]], "atomic_forces_ev_per_a": [[0.0756, -0.0308, 0.0830], [-0.1841, -0.3869, 0.3714], [0.0229, 0.0372, -0.1109], [-0.3364, 0.3657, -0.0352], [-0.0022, -0.1616, 0.0213], [-0.1469, 0.0694, 0.1684], [-0.1277, -0.3862, -0.4358], [0.1470, -0.2608, -0.0248], [-0.0101, -0.0380, 0.1138], [0.0585, 0.0962, 0.0461], [0.2465, -0.1376, -0.0758], [-0.2641, 0.2134, 0.1307], [-0.1008, 0.1075, -0.0064], [-0.0716, 0.0667, 0.0339], [0.4710, 0.0023, 0.3136], [0.0278, -0.0825, -0.0582], [-0.3572, 0.4554, -0.3749], [0.0879, -0.0451, 0.1006], [0.0595, -0.0754, 0.1134], [0.1096, 0.0028, -0.0369], [0.0297, 0.0042, -0.0499], [0.0412, -0.0394, -0.0641], [0.0711, -0.0096, -0.2325], [-0.0997, 0.0359, 0.0821], [-0.0604, 0.0339, 0.0576], [-0.1025, 0.0719, -0.1100], [0.0039, -0.0101, 0.0747], [0.4093, -0.3323, 0.2048], [0.2156, -0.0296, -0.1012], [0.0152, -0.0790, -0.0225], [-0.1658, 0.2405, 0.3120], [-0.0350, 0.0305, 0.0398], [0.1089, -0.0578, -0.0154], [-0.0798, -0.1558, 0.1501], [0.0350, 0.1448, -0.1707], [0.0192, -0.0507, 0.0787], [0.0733, -0.0916, -0.0199], [-0.1149, -0.0115, 0.3668], [-0.1614, 0.2269, -0.4883], [-0.1935, -0.0054, 0.0874], [-0.1077, 0.1732, -0.1385], [0.3097, -0.0274, -0.0588], [0.1040, 0.0410, -0.1665], [0.0013, 0.0262, -0.0818], [-0.0223, 0.0594, -0.0710]], "gap_ha": 0.3070, "largest_force_ev_per_a": 0.7, "e_homo_ev": -8.486, "e_above_lowest_kcal_mol": 20.70, "charge": 0, "energy_ev": -38408.2626}


[3]
{"formula": "C18H21N3O2S", "method": "the ωB97M-V functional and the def2-TZVPD basis", "elements": ["C", "H", "C", "N", "H", "C", "H", "H", "C", "H", "H", "N", "H", "C", "S", "H", "C", "C", "C", "H", "C", "H", "C", "C", "H", "N", "C", "C", "H", "C", "C", "H", "H", "C", "H", "H", "H", "H", "C", "H", "H", "C", "O", "O", "H"], "xyz": [[1.089586, 0.668193, 1.388131], [-2.124593, -0.986279, -0.177608], [0.292500, -1.397983, 0.290987], [0.101324, 0.023987, 0.543294], [1.327288, 2.023250, -0.975375], [3.874815, -2.586296, 0.675133], [-6.377974, -0.825075, 1.688344], [-8.066504, -1.018985, 1.201910], [-6.724967, -0.639652, -0.427448], [5.465864, -2.380045, -0.739401], [-7.495466, -0.286753, -1.115194], [4.730896, 1.099167, 0.564626], [4.045083, -1.287185, -2.434826], [1.738643, -1.710343, 0.002675], [-1.140049, 2.341464, 0.340424], [1.668426, -0.860247, -1.959065], [2.283159, 1.754491, -0.551154], [2.341484, 1.066513, 0.655817], [-3.263832, 0.603967, -0.766423], [3.710228, 0.268329, 2.117035], [-4.386604, -0.350106, -0.417031], [-3.317498, 0.850616, -1.833082], [3.462987, 2.093084, -1.189667], [-1.007356, 0.694441, 0.160038], [3.452197, 2.627115, -2.127347], [-2.003668, -0.013237, -0.440439], [4.661445, 1.731906, -0.593832], [3.601968, 0.781614, 1.169445], [1.340015, -0.008856, 2.210736], [2.289770, -1.345420, -1.219886], [3.624570, -1.584816, -1.485920], [-6.494750, -1.690768, -0.628962], [-7.333847, 0.592692, 1.230646], [4.421448, -2.200723, -0.535630], [-0.297921, -1.681533, -0.583092], [0.622268, 1.570046, 1.801195], [5.612052, 1.963182, -1.056382], [2.116730, -2.643330, 1.891823], [-7.153960, -0.458717, 1.020661], [-0.050036, -1.979889, 1.158442], [-3.379499, 1.543107, -0.207587], [2.538946, -2.342230, 0.943006], [-5.570756, 0.153195, -0.730531], [-4.195839, -1.437621, 0.070143], [4.490708, -3.073068, 1.416334]], "atomic_forces_ev_per_a": [[0.1443, 0.3165, 0.2807], [0.0965, 0.1053, -0.0378], [-0.0214, -0.2194, 0.0193], [-0.2519, -0.1514, -0.1192], [-0.1229, -0.0065, -0.0375], [0.1126, -0.0535, 0.0305], [0.0117, -0.0368, 0.0709], [-0.1106, -0.0540, 0.0428], [-0.3421, -0.3993, 0.2351], [0.1018, -0.0086, -0.0119], [0.1284, -0.0634, 0.0472], [0.5310, -0.0612, 0.1512], [0.0402, 0.0341, -0.0810], [-0.0371, -0.2976, -0.0263], [-0.0645, 0.7970, 0.0753], [-0.0680, 0.0804, -0.0771], [0.1271, 0.0341, 0.1032], [0.1622, 0.2160, -0.0450], [-0.2185, 0.1489, -0.1194], [-0.1083, -0.1071, 0.0948], [0.4890, 0.0143, -0.1028], [-0.0981, 0.0290, 0.1392], [-0.0531, -0.0351, 0.0909], [-0.0325, 0.1510, -0.1765], [0.0246, 0.0464, -0.0865], [0.0791, -0.4990, 0.2796], [0.0083, 0.1539, -0.2372], [-0.4249, 0.0475, 0.0621], [-0.0104, 0.0087, -0.0320], [-0.0187, -0.1506, 0.0351], [-0.0424, 0.0278, -0.0966], [-0.0721, 0.1865, -0.0504], [-0.0604, 0.0730, 0.0441], [0.0518, -0.0535, 0.0555], [0.0030, 0.0116, 0.1267], [0.0917, -0.2999, 0.0149], [0.0402, 0.0676, -0.1196], [-0.0600, -0.0146, 0.1007], [0.2624, 0.0545, -0.3217], [0.0072, -0.0092, -0.1311], [-0.0587, -0.2413, -0.1471], [-0.1750, -0.0113, -0.0856], [0.0441, 0.3370, -0.1046], [-0.1690, -0.1281, 0.0814], [0.0633, -0.0397, 0.0657]], "gap_ha": 0.3242, "largest_force_ev_per_a": 0.8, "e_homo_ev": -8.180, "e_above_lowest_kcal_mol": 25.17, "charge": 0, "energy_ev": -38408.0689}


What is the formula in the second record?
C18H21N3O2S